Entry 1:
The following is a DFT calculation (ωB97M-V/def2-TZVPD) of a structure of composition C16H19IrN5OS3.

Calculated values
Molar mass, g mol⁻¹: 585.8
E_tot, hartree: -2268.4041
E_LUMO (alpha / beta), eV: -6.40 / -9.03
Multiplicity: 6
Charge: +2
F_max, eV/A: 0.40
HOMO level (alpha / beta), eV: -11.83 / -14.66

Atoms and positions in Å:
Ir1 0.219 -0.253 -0.118
N1 -2.418 -0.676 -3.435
C1 -1.788 -0.582 -2.279
S1 -0.154 0.102 -2.272
N2 -2.430 -1.006 -1.195
N3 -1.704 -0.906 -0.073
C2 -2.337 -1.351 1.006
C3 -1.826 -1.382 2.306
C4 -2.712 -1.853 3.323
C5 -2.318 -1.920 4.616
C6 -0.993 -1.523 4.976
C7 -0.102 -1.084 4.047
C8 -0.471 -1.004 2.686
O1 0.435 -0.605 1.855
H1 -1.984 -0.387 -4.297
H2 -3.347 -1.073 -3.466
H3 -3.341 -1.722 0.830
H4 -3.713 -2.153 3.040
H5 -2.997 -2.275 5.377
H6 -0.695 -1.577 6.016
H7 0.905 -0.794 4.312
C9 -2.001 2.475 -0.191
S2 -0.466 2.103 0.666
C10 0.648 3.236 -0.176
H8 -1.899 2.296 -1.259
H9 -2.249 3.519 -0.008
H10 -2.782 1.845 0.230
H11 0.318 4.252 0.035
H12 0.645 3.050 -1.249
H13 1.648 3.091 0.225
N4 7.296 -0.094 -0.834
C11 6.474 0.336 0.137
S3 7.222 0.970 1.562
C12 5.070 0.281 0.030
C13 4.220 0.747 1.075
C14 2.870 0.677 0.953
N5 2.240 0.189 -0.156
C15 3.039 -0.256 -1.168
C16 4.399 -0.229 -1.117
H14 8.295 -0.031 -0.744
H15 6.943 -0.477 -1.692
H16 4.628 1.161 1.988
H17 2.228 1.013 1.754
H18 2.536 -0.635 -2.046
H19 4.930 -0.605 -1.980

***

Entry 2:
The following is a DFT calculation (ωB97M-V/def2-TZVPD) of the ion C16H19N3O8S with charge -2.

Calculated values
Molar mass, g mol⁻¹: 413.4
E_tot, hartree: -1785.6035
E_LUMO, eV: 4.18
Structure (SMILES): CC(=O)OCC1=C2C(=O)O[C@]3([O-])[C@@H](NC(=O)CCC[C@H](N)C(=O)[O-])[C@H](SC1)N23
Energy above the lowest of the compared OMol25 structures with the same formula, charge and spin, kcal per mole: 0.3
Charge: -2
F_max, eV/A: 1.11
HOMO level, eV: -2.46

Atoms and positions in Å:
C1 4.581 -1.249 1.555
C2 5.846 -1.659 0.861
O1 6.400 -2.714 1.054
O2 6.394 -0.825 -0.035
C3 5.897 0.492 -0.274
C4 4.552 0.567 -0.931
C5 3.586 1.429 -0.537
C6 3.478 2.149 0.769
O3 4.404 2.407 1.514
O4 2.217 2.340 1.045
C7 1.325 2.036 -0.181
O5 0.574 2.961 -0.491
C8 0.743 0.554 -0.133
N1 -0.668 0.578 -0.305
C9 -1.516 -0.400 0.099
O6 -1.119 -1.452 0.560
C10 -2.980 -0.062 -0.135
C11 -3.909 -1.188 0.313
C12 -5.332 -1.061 -0.235
C13 -6.155 0.069 0.368
N2 -6.352 -0.082 1.814
C14 -7.566 0.175 -0.376
O7 -7.540 0.119 -1.612
O8 -8.541 0.318 0.382
C15 1.599 0.294 -1.389
S1 2.595 -1.223 -1.508
C16 4.179 -0.382 -2.009
N3 2.381 1.511 -1.172
H1 4.384 -1.942 2.368
H2 4.638 -0.231 1.935
H3 3.758 -1.304 0.840
H4 6.657 0.920 -0.942
H5 5.878 1.081 0.649
H6 1.043 -0.047 0.725
H7 -0.999 1.502 -0.572
H8 -3.114 0.127 -1.204
H9 -3.217 0.862 0.396
H10 -3.477 -2.135 -0.023
H11 -3.943 -1.208 1.403
H12 -5.312 -0.912 -1.317
H13 -5.861 -2.003 -0.046
H14 -5.647 1.031 0.207
H15 -6.460 -1.078 2.008
H16 -7.286 0.317 1.973
H17 1.016 0.383 -2.309
H18 4.913 -1.173 -2.145
H19 3.958 0.108 -2.958

***

Entry 3:
The following is a DFT calculation (ωB97M-V/def2-TZVPD) of an isolated molecule of C16H19NO2S.

Calculated values
Molar mass, g mol⁻¹: 289.4
E_tot, hartree: -1224.5079
E_LUMO, eV: 0.62
Structure (SMILES): C[C@H](CCc1ccccc1)NS(=O)(=O)c1ccccc1
Energy above the lowest of the compared OMol25 structures with the same formula, charge and spin, kcal per mole: 10.5
F_max, eV/A: 1.01
HOMO level, eV: -9.04

Atoms and positions in Å:
C1 -2.675 0.942 -2.366
C2 -1.377 0.136 -2.411
C3 -1.138 -0.715 -1.156
C4 -1.439 -0.039 0.186
C5 -1.101 -0.970 1.317
C6 -2.100 -1.619 2.030
C7 -1.786 -2.492 3.057
C8 -0.463 -2.732 3.383
C9 0.542 -2.093 2.677
C10 0.224 -1.221 1.651
N1 -0.215 0.970 -2.701
S1 0.317 2.244 -1.757
O1 -0.706 2.810 -0.920
O2 0.988 3.116 -2.679
C11 1.568 1.496 -0.718
C12 2.393 0.523 -1.244
C13 3.406 -0.002 -0.457
C14 3.586 0.461 0.837
C15 2.757 1.446 1.352
C16 1.741 1.969 0.568
H1 -3.510 0.293 -2.116
H2 -2.865 1.393 -3.338
H3 -2.595 1.736 -1.629
H4 -1.431 -0.565 -3.257
H5 -1.766 -1.607 -1.232
H6 -0.097 -1.046 -1.168
H7 -2.498 0.217 0.234
H8 -0.865 0.882 0.273
H9 -3.137 -1.435 1.782
H10 -2.576 -2.987 3.603
H11 -0.216 -3.412 4.185
H12 1.578 -2.273 2.926
H13 1.013 -0.725 1.106
H14 -0.194 1.294 -3.655
H15 2.231 0.188 -2.256
H16 4.054 -0.769 -0.853
H17 4.377 0.052 1.448
H18 2.900 1.804 2.360
H19 1.074 2.733 0.937